(1)
C2H3NS | ωB97M-V with the def2-TZVPD basis set

Geometry as ORCA input:
```
! wB97M-V def2-TZVPD RIJCOSX def2/J DEFGRID3
* xyz 0 1
S 1.01380 0.51038 -1.64437
N -0.26643 -0.26447 0.52565
C 0.70460 -0.55454 -0.20666
C -1.30601 -0.05388 1.10503
H 1.50502 -1.15845 -0.05193
H -0.30948 0.90361 -1.54563
H -1.34149 0.61735 1.81791
*
```

Properties
energy above the lowest of the compared OMol25 structures with the same formula, charge and spin: 288.29 kJ/mol
highest occupied orbital energy: -7.87 eV
electronic energy: -530.824897 Eh
F_max: 5.1 eV/Å



(2)
C3H7BNO3 | ωB97M-V with the def2-TZVPD basis set

Geometry as ORCA input:
```
! wB97M-V def2-TZVPD RIJCOSX def2/J DEFGRID3
* xyz -1 1
O 1.33900 -1.59951 0.35613
O -3.65943 -0.92554 -1.40510
O -3.55912 0.98082 0.15618
N 0.26729 0.56631 0.17253
C 2.70915 0.37749 -0.43998
C -2.77710 -0.19747 0.78401
C -3.38756 -0.27055 -0.41757
B 1.36197 -0.31848 -0.04150
H 2.81493 0.82912 -1.42267
H 2.74114 1.25117 0.17320
H -3.23024 -0.31524 1.82329
H 3.60998 -0.27015 -0.13754
H 0.31098 1.45911 -0.25193
H -0.71503 0.40791 0.46462
H 2.17406 -1.97498 0.18632
*
```

Properties
energy above the lowest of the compared OMol25 structures with the same formula, charge and spin: 328.35 kJ/mol
highest occupied orbital energy: -2.35 eV
electronic energy: -423.867269 Eh
F_max: 3.9 eV/Å



(3)
C3H4N2O2S | ωB97M-V with the def2-TZVPD basis set

Geometry as ORCA input:
```
! wB97M-V def2-TZVPD RIJCOSX def2/J DEFGRID3
* xyz 0 1
S -0.61467 -1.12761 -0.32749
O -2.03079 0.87397 -0.15493
O 3.62202 -0.15976 0.20193
N 1.52863 0.70272 -0.34192
N -0.77964 1.33346 -0.00639
C 2.37302 -0.33786 -0.13663
C 0.15036 0.46332 -0.18964
C -2.13530 -0.51456 0.27778
H -3.08463 -0.83066 -0.22146
H 1.76246 1.61617 -0.44407
H -2.42812 -0.73517 1.28854
H 1.63665 -1.28402 0.05428
*
```

Properties
energy above the lowest of the compared OMol25 structures with the same formula, charge and spin: 390.89 kJ/mol
highest occupied orbital energy: -9.23 eV
electronic energy: -774.777904 Eh
F_max: 6.5 eV/Å